1.
The following is a DFT calculation (ωB97M-V/def2-TZVPD) of one molecule with the formula C5H8BrPS at a distorted geometry.

- expectation value of S² = 2.006
- frontier orbital gap (alpha / beta) (eV) = 5.77 / 6.60
- total charge = 0
- energy above the lowest of the compared OMol25 structures with the same formula, charge and spin (kJ/mol) = 0.00
- spin multiplicity = 3

Cartesian coordinates (Å):
1 C 0.054 -0.027 1.013
2 C -0.200 -0.003 -0.263
3 C 1.307 -0.759 1.445
4 C 0.981 -0.360 -1.113
5 C -1.413 0.692 -0.685
6 P 2.432 -0.672 -0.008
7 S 3.679 -2.184 -0.292
8 Br 3.324 1.336 0.051
9 H -0.780 0.369 1.558
10 H 1.753 -0.563 2.305
11 H 1.028 -1.887 1.361
12 H 0.812 -1.340 -1.523
13 H 1.245 0.302 -1.915
14 H -1.674 0.369 -1.773
15 H -1.327 1.785 -0.856
16 H -2.185 0.564 0.071

Mulliken population analysis, charges in e, atoms 1 to 5: C -0.81; C 0.85; C -0.90; C -0.81; C -1.24

2.
The following is a DFT calculation (ωB97M-V/def2-TZVPD) of a 2-piece molecular cluster, C11H19N3O4S overall.

- frontier orbital gap (eV) = 9.58
- total charge = 0
- SMILES = CCC[C@H](C#N)[C@@H](C#N)CNC.O=S1(=O)OCCO1

Cartesian coordinates (Å):
1 C 1.647 -1.643 1.521
2 C 0.981 -0.295 1.819
3 C 0.445 0.418 0.565
4 C -0.887 1.168 0.737
5 C -0.924 1.929 1.992
6 N -0.966 2.525 2.970
7 C -2.155 0.280 0.628
8 C -2.346 -0.089 -0.780
9 N -2.482 -0.389 -1.878
10 C -2.161 -0.995 1.502
11 N -3.381 -1.771 1.414
12 C -4.572 -1.094 1.923
13 H 1.182 -2.140 0.667
14 H 1.590 -2.308 2.383
15 H 2.702 -1.517 1.272
16 H 1.708 0.363 2.299
17 H 0.186 -0.429 2.555
18 H 1.183 1.153 0.237
19 H 0.344 -0.284 -0.268
20 H -0.960 1.903 -0.070
21 H -3.019 0.886 0.917
22 H -2.030 -0.688 2.543
23 H -1.320 -1.633 1.227
24 H -3.531 -2.071 0.458
25 H -5.086 -0.475 1.177
26 H -5.287 -1.825 2.300
27 H -4.295 -0.446 2.758
28 O 2.309 -1.185 -1.736
29 S 3.357 -0.275 -2.032
30 O 4.639 -0.427 -1.448
31 O 2.806 1.205 -1.779
32 C 2.930 2.006 -2.965
33 C 2.798 0.999 -4.092
34 O 3.535 -0.135 -3.610
35 H 3.904 2.496 -2.966
36 H 2.134 2.746 -2.958
37 H 3.259 1.329 -5.018
38 H 1.760 0.709 -4.265

Mulliken population analysis, charges in e, atoms 1 to 5: C -1.39; C -0.53; C -0.72; C 0.07; C -0.15

3.
The following is a DFT calculation (ωB97M-V/def2-TZVPD) of a 2-piece molecular cluster, C2H5NO2 overall at a distorted geometry.

- frontier orbital gap (alpha / beta) (eV) = 7.49 / 7.49
- total charge = 0
- energy above the lowest of the compared OMol25 structures with the same formula, charge and spin (kJ/mol) = 588.12

Cartesian coordinates (Å):
1 C 0.194 -0.375 0.202
2 C -0.082 -0.833 -1.256
3 N -0.356 0.737 0.287
4 O 1.016 -0.896 0.872
5 O -0.003 1.680 2.301
6 H 0.488 -0.036 -1.791
7 H 0.388 -1.716 -1.408
8 H -1.137 -0.740 -1.536
9 H -1.108 1.196 -0.226
10 H 0.601 0.983 2.555

Mulliken population analysis, charges in e, atoms 1 to 5: C 0.92; C -1.10; N -0.33; O -0.56; O -0.48

4.
The following is a DFT calculation (ωB97M-V/def2-TZVPD) of C48H42GeN5O8PSe2Tl as an isolated structure.

- frontier orbital gap (eV) = 7.83
- total charge = -1

Cartesian coordinates (Å):
1 Tl -0.006 0.196 0.302
2 Se -2.502 -3.571 -0.950
3 P -3.236 -2.200 0.514
4 Se -2.606 -0.070 0.475
5 C -2.932 -2.886 2.181
6 C -2.467 -2.073 3.210
7 C -2.221 -2.617 4.465
8 C -2.445 -3.966 4.693
9 C -2.909 -4.779 3.665
10 C -3.145 -4.244 2.408
11 C -5.064 -2.081 0.378
12 C -5.773 -3.176 -0.107
13 C -7.152 -3.110 -0.245
14 C -7.832 -1.946 0.088
15 C -7.131 -0.854 0.578
16 C -5.753 -0.921 0.730
17 H -2.278 -1.022 3.022
18 H -1.843 -1.984 5.259
19 H -2.250 -4.389 5.671
20 H -3.073 -5.835 3.839
21 H -3.477 -4.881 1.597
22 H -5.241 -4.071 -0.404
23 H -7.694 -3.966 -0.627
24 H -8.906 -1.889 -0.040
25 H -7.655 0.059 0.835
26 H -5.212 -0.067 1.112
27 N -0.522 -0.949 -1.955
28 C 0.573 -1.471 -2.679
29 C 0.452 -2.432 -3.647
30 C 1.584 -2.880 -4.360
31 C 2.822 -2.367 -4.101
32 C 2.988 -1.404 -3.078
33 C 4.234 -0.831 -2.738
34 C 4.304 0.089 -1.735
35 C 3.131 0.425 -1.028
36 N 1.959 -0.092 -1.315
37 C 1.862 -0.974 -2.347
38 H -0.782 -0.009 -2.249
39 H -1.341 -1.552 -1.993
40 H -0.529 -2.833 -3.876
41 H 1.455 -3.616 -5.144
42 H 3.690 -2.682 -4.669
43 H 5.122 -1.141 -3.278
44 H 5.242 0.544 -1.447
45 H 3.157 1.121 -0.198
46 C 0.979 -3.781 0.735
47 C 1.729 -2.639 1.322
48 N 1.321 -1.384 1.375
49 C 2.291 -0.656 2.035
50 C 3.306 -1.492 2.394
51 N 2.922 -2.727 1.935
52 C 4.695 -1.338 2.990
53 O 5.009 -0.177 3.354
54 O 5.349 -2.392 3.014
55 C 2.056 0.826 2.270
56 O 3.103 1.482 2.770
57 O 1.465 1.449 1.240
58 H 0.079 -3.424 0.238
59 H 0.681 -4.482 1.517
60 H 1.590 -4.317 0.005
61 H 3.531 -3.525 2.049
62 H 3.852 0.850 3.054
63 O 1.214 0.894 4.636
64 N 0.886 0.786 3.485
65 O -0.272 0.591 3.117
66 O -1.553 3.096 -2.645
67 C -0.688 2.653 -1.881
68 O -0.944 1.987 -0.810
69 C 0.762 2.944 -2.254
70 C 1.213 2.242 -3.546
71 Ge -0.059 1.942 -5.044
72 C -0.285 3.672 -5.945
73 C 0.319 3.913 -7.181
74 C 0.240 5.165 -7.780
75 C -0.447 6.195 -7.151
76 C -1.060 5.966 -5.925
77 C -0.978 4.716 -5.326
78 C -1.750 0.952 -4.958
79 C -2.949 1.617 -5.210
80 C -4.164 0.960 -5.078
81 C -4.201 -0.368 -4.669
82 C -3.014 -1.047 -4.428
83 C -1.799 -0.391 -4.590
84 C 1.087 0.817 -6.226
85 C 2.462 1.051 -6.331
86 C 3.273 0.267 -7.142
87 C 2.722 -0.779 -7.871
88 C 1.359 -1.030 -7.783
89 C 0.554 -0.236 -6.973
90 H 1.427 2.691 -1.427
91 H 0.796 4.025 -2.401
92 H 1.653 1.264 -3.337
93 H 2.010 2.835 -4.004
94 H 0.854 3.113 -7.681
95 H 0.718 5.335 -8.738
96 H -0.501 7.174 -7.613
97 H -1.598 6.768 -5.432
98 H -1.449 4.538 -4.362
99 H -2.931 2.666 -5.488
100 H -5.087 1.491 -5.278
101 H -5.150 -0.875 -4.538
102 H -3.033 -2.083 -4.106
103 H -0.877 -0.946 -4.447
104 H 2.913 1.866 -5.772
105 H 4.336 0.472 -7.204
106 H 3.350 -1.394 -8.506
107 H 0.920 -1.845 -8.348
108 H -0.510 -0.438 -6.924

Mulliken population analysis, charges in e, atoms 1 to 5: Tl 1.71; Se -0.44; P 0.50; Se -0.32; C 0.77

5.
The following is a DFT calculation (ωB97M-V/def2-TZVPD) of C20H26IN2O4Pt as an isolated structure.

- expectation value of S² = 2.010
- frontier orbital gap (alpha / beta) (eV) = 6.59 / 6.98
- total charge = -1
- energy above the lowest of the compared OMol25 structures with the same formula, charge and spin (kJ/mol) = 61.70
- spin multiplicity = 3

Cartesian coordinates (Å):
1 Pt 1.114 -0.494 -0.509
2 C 3.133 -2.592 -2.303
3 C 3.631 -1.180 -1.982
4 C 5.136 -1.212 -1.703
5 C 3.345 -0.267 -3.182
6 C 2.896 -0.631 -0.773
7 H 3.628 -2.955 -3.208
8 H 2.056 -2.619 -2.471
9 H 3.345 -3.294 -1.495
10 H 5.684 -1.582 -2.573
11 H 5.358 -1.870 -0.860
12 H 5.513 -0.214 -1.465
13 H 3.890 -0.640 -4.054
14 H 3.655 0.764 -2.994
15 H 2.279 -0.256 -3.408
16 H 3.576 -0.318 0.033
17 N 0.768 -1.003 3.029
18 C -0.332 -0.374 3.570
19 C -1.343 0.121 2.737
20 C -2.422 0.793 3.281
21 C -2.538 0.987 4.654
22 C -1.538 0.490 5.478
23 C -0.446 -0.179 4.949
24 H 1.348 -1.552 3.637
25 H 0.709 -1.331 2.074
26 H -1.268 -0.011 1.665
27 H -3.187 1.175 2.615
28 H -3.386 1.514 5.070
29 H -1.602 0.626 6.552
30 H 0.331 -0.555 5.606
31 N -1.752 -2.140 -0.963
32 C -0.796 -2.851 -0.330
33 O 0.262 -2.281 0.125
34 C -0.973 -4.242 -0.161
35 I -0.305 -5.163 -2.738
36 H -1.588 -1.170 -1.194
37 H -2.351 -2.669 -1.576
38 H -1.953 -4.673 -0.277
39 H -0.218 -4.789 0.378
40 O -0.321 4.572 -0.967
41 C -1.548 4.035 -1.025
42 C -2.637 4.898 -1.178
43 C -3.918 4.390 -1.236
44 C -4.154 3.020 -1.143
45 C -3.076 2.168 -0.995
46 C -1.770 2.653 -0.936
47 C -0.626 1.710 -0.779
48 O 0.540 2.163 -0.706
49 O -0.880 0.464 -0.719
50 H 0.297 3.802 -0.850
51 H -2.442 5.960 -1.246
52 H -4.753 5.072 -1.352
53 H -5.161 2.627 -1.185
54 H -3.214 1.098 -0.916

Mulliken population analysis, charges in e, atoms 1 to 5: Pt 0.83; C -1.54; C 2.48; C -2.00; C -1.69

6.
The following is a DFT calculation (ωB97M-V/def2-TZVPD) of one molecule with the formula C3H7NOS2 at a distorted geometry.

- frontier orbital gap (eV) = 9.57
- total charge = 0
- SMILES = CN(C=O)C(S)S
- energy above the lowest of the compared OMol25 structures with the same formula, charge and spin (kJ/mol) = 200.51

Cartesian coordinates (Å):
1 C 0.293 0.022 -1.627
2 N 0.114 -0.524 -0.314
3 C -0.022 -1.823 0.050
4 O -0.320 -2.207 1.164
5 C -0.130 0.381 0.952
6 S -1.809 1.029 0.852
7 S 1.166 1.602 1.167
8 H 0.691 1.088 -1.498
9 H 0.965 -0.721 -2.182
10 H -0.571 0.220 -2.208
11 H 0.463 -2.385 -0.770
12 H -0.157 -0.328 1.697
13 H -1.430 2.013 0.156
14 H 0.747 1.633 2.560

Mulliken population analysis, charges in e, atoms 1 to 5: C -0.65; N 0.12; C 0.19; O -0.57; C -0.51

7.
The following is a DFT calculation (ωB97M-V/def2-TZVPD) of a 2-piece molecular cluster, CHCl2OPS overall at a distorted geometry.

- frontier orbital gap (alpha / beta) (eV) = 7.53 / 7.53
- total charge = 0
- energy above the lowest of the compared OMol25 structures with the same formula, charge and spin (kJ/mol) = 299.28

Cartesian coordinates (Å):
1 C -0.175 -0.258 1.106
2 O -0.578 -0.608 -1.516
3 P 0.212 0.225 -0.600
4 S 0.407 -1.485 1.852
5 Cl -0.068 2.234 -0.707
6 Cl 2.166 -0.155 -0.972
7 H -1.964 0.047 0.836

Mulliken population analysis, charges in e, atoms 1 to 5: C -0.05; O -0.49; P 0.80; S -0.10; Cl -0.17

8.
The following is a DFT calculation (ωB97M-V/def2-TZVPD) of C3H6Br2NS as an isolated structure at a distorted geometry.

- frontier orbital gap (eV) = 9.71
- total charge = +1
- energy above the lowest of the compared OMol25 structures with the same formula, charge and spin (kJ/mol) = 13.86

Cartesian coordinates (Å):
1 C -0.113 -0.843 1.084
2 C 0.413 1.226 -0.231
3 C -0.058 0.334 2.189
4 N -0.337 -0.032 -0.209
5 S 0.927 1.718 1.531
6 Br -1.979 0.917 2.474
7 Br 0.681 -0.298 3.801
8 H 0.845 -1.429 1.188
9 H -1.122 -1.362 1.346
10 H 1.414 1.034 -0.630
11 H 0.009 2.020 -0.885
12 H -0.380 -0.357 -1.240
13 H -1.356 0.154 -0.049

Mulliken population analysis, charges in e, atoms 1 to 5: C -0.85; C -0.60; C 0.03; N -0.24; S 0.06